1.
The following is a DFT calculation (ωB97M-V with the def2-TZVPD basis set) of a structure of composition C25H23Br2N2O2PtS.

Geometry as XYZ:
```
56
C25H23Br2N2O2PtS ωB97M-V with the def2-TZVPD basis set
Pt -1.201 0.176 -0.462
C -3.332 2.708 0.336
C -1.922 3.193 0.273
C -1.605 4.507 0.394
C -0.261 4.953 0.380
C 0.743 4.002 0.230
C 2.138 4.270 0.220
Br 2.746 6.019 0.438
C 3.124 3.264 0.065
C 2.744 1.978 -0.131
Br 4.007 0.609 -0.296
C 1.330 1.629 -0.191
O 0.953 0.440 -0.460
C 0.363 2.643 0.066
N -0.933 2.235 0.095
H -3.976 3.484 0.741
H -3.405 1.833 0.985
H -3.710 2.441 -0.655
H -2.402 5.223 0.527
H -0.022 5.997 0.496
H 4.168 3.534 0.108
C -5.109 -0.955 0.747
O -3.695 -0.671 0.587
C -3.164 -0.282 -0.535
C -4.050 -0.182 -1.730
H -5.692 -0.065 0.522
H -5.217 -1.224 1.793
H -5.393 -1.784 0.102
H -5.009 0.296 -1.523
H -4.258 -1.206 -2.061
H -3.544 0.336 -2.540
N -0.933 -1.892 0.251
S 0.282 -2.980 0.199
C 1.132 -2.526 -1.291
C 2.511 -2.651 -1.371
C 3.134 -2.391 -2.581
C 2.390 -2.005 -3.685
C 1.009 -1.899 -3.592
C 0.368 -2.175 -2.396
C 1.480 -2.697 1.474
C 1.822 -1.415 1.881
C 2.708 -1.270 2.934
C 3.231 -2.391 3.567
C 2.875 -3.667 3.154
C 1.983 -3.827 2.103
H -1.601 -2.225 0.944
H 3.093 -2.930 -0.508
H 4.208 -2.477 -2.655
H 2.884 -1.793 -4.621
H 0.427 -1.611 -4.456
H -0.712 -2.127 -2.325
H 1.411 -0.552 1.368
H 2.995 -0.281 3.261
H 3.917 -2.268 4.394
H 3.281 -4.535 3.652
H 1.689 -4.814 1.774
```

M: 770.4 g/mol
total charge: +1
expectation value of S²: 6.049
2S+1: 5

2.
The following is a DFT calculation (ωB97M-V with the def2-TZVPD basis set) of a structure of composition C32H102N8O15 at a distorted geometry.

Geometry as XYZ:
```
157
C32H102N8O15 ωB97M-V with the def2-TZVPD basis set
O -0.747 -4.428 1.333
H -0.802 -4.635 2.266
H -1.434 -3.778 1.190
O -2.454 -3.424 0.716
H -2.978 -3.400 -0.085
H -2.867 -2.782 1.292
O 2.962 -0.627 2.246
H 3.396 -0.277 1.468
H 3.196 -1.555 2.255
O 0.295 -2.951 -2.125
H 0.924 -2.604 -1.492
H -0.559 -2.800 -1.721
O 1.403 -1.162 3.674
H 2.039 -1.012 2.973
H 0.963 -0.319 3.783
O -3.684 -2.727 -0.948
H -4.364 -3.385 -0.804
H -4.113 -2.050 -1.473
O -4.445 -1.328 -2.199
H -5.070 -0.919 -2.797
H -3.591 -1.010 -2.491
C 4.554 0.484 -4.593
C 3.047 0.737 -4.346
C 2.535 0.238 -2.969
O 1.241 0.775 -2.631
C 0.795 0.237 -1.433
N 2.847 2.173 -4.611
H 5.096 0.189 -3.695
H 5.045 1.379 -4.974
H 4.727 -0.173 -5.445
H 2.440 0.287 -5.131
H 3.185 0.630 -2.187
H 2.540 -0.847 -2.863
H 1.557 0.243 -0.654
H 0.525 -0.813 -1.548
H -0.080 0.744 -1.028
H 1.847 2.278 -4.516
H 3.108 2.701 -3.791
C 4.190 1.575 1.122
C 4.635 0.462 0.119
C 5.748 -0.385 0.797
O 7.014 0.272 1.052
C 7.939 -0.731 1.559
N 3.440 -0.322 -0.140
H 3.504 2.346 0.772
H 5.054 2.178 1.399
H 3.661 1.223 2.008
H 4.997 0.910 -0.807
H 5.903 -1.185 0.073
H 5.347 -0.769 1.735
H 8.855 -0.224 1.861
H 8.174 -1.394 0.727
H 7.555 -1.295 2.410
H 3.793 -1.074 -0.714
H 2.918 0.262 -0.778
C -2.630 -0.096 -0.290
C -1.369 -0.917 -0.754
C -0.217 -0.931 0.372
O 0.288 0.411 0.573
C 1.531 0.432 1.319
N -1.767 -2.309 -1.040
H -2.134 0.832 -0.007
H -3.273 -0.539 0.471
H -3.345 0.087 -1.092
H -1.011 -0.474 -1.684
H 0.580 -1.534 -0.064
H -0.541 -1.337 1.330
H 1.312 0.007 2.298
H 1.753 1.483 1.506
H 2.396 0.033 0.789
H -2.631 -2.102 -1.519
H -2.028 -2.814 -0.205
C -3.289 -1.385 -5.694
C -1.931 -1.735 -4.952
C -2.085 -1.619 -3.409
O -2.552 -0.368 -2.930
C -1.646 0.703 -3.113
N -1.742 -3.136 -5.279
H -4.086 -2.116 -5.554
H -2.957 -1.264 -6.725
H -3.665 -0.390 -5.456
H -1.149 -1.121 -5.400
H -1.197 -1.882 -2.834
H -2.816 -2.315 -2.998
H -1.525 1.007 -4.152
H -0.641 0.531 -2.728
H -2.071 1.567 -2.602
H -2.319 -3.829 -4.824
H -0.767 -3.337 -5.107
C 3.499 -4.893 2.272
C 2.991 -3.472 1.823
C 1.640 -3.555 1.023
O 1.687 -4.397 -0.114
C 2.608 -3.863 -1.028
N 2.902 -2.600 2.939
H 2.933 -5.233 3.140
H 4.533 -4.911 2.616
H 3.565 -5.684 1.526
H 3.727 -3.069 1.128
H 1.141 -2.613 0.799
H 0.967 -4.101 1.685
H 2.340 -2.846 -1.317
H 2.525 -4.313 -2.017
H 3.674 -3.942 -0.810
H 3.510 -2.904 3.686
H 1.971 -2.561 3.329
C -0.485 2.122 1.535
C -1.551 3.008 2.119
C -0.882 4.180 2.926
O -1.809 5.191 3.240
C -1.239 6.243 3.904
N -2.230 3.537 0.979
H -0.974 1.214 1.184
H 0.149 1.878 2.388
H 0.121 2.450 0.690
H -2.198 2.493 2.829
H -0.013 4.569 2.396
H -0.444 3.832 3.862
H -1.982 7.037 3.966
H -0.426 6.667 3.314
H -0.764 5.958 4.842
H -1.614 3.706 0.197
H -2.515 4.432 1.350
C -2.317 0.486 6.542
C -1.511 -0.492 5.696
C -1.458 -0.032 4.232
O -2.742 -0.222 3.687
C -2.899 0.350 2.405
N -0.199 -0.679 6.325
H -3.159 0.684 5.880
H -1.819 1.455 6.493
H -2.668 0.141 7.515
H -2.054 -1.437 5.687
H -0.799 -0.695 3.671
H -1.145 1.011 4.199
H -2.211 -0.020 1.645
H -2.806 1.435 2.431
H -3.880 0.162 1.967
H 0.160 -1.579 6.042
H -0.452 -0.909 7.276
C -3.687 4.774 -0.676
C -3.086 4.253 -2.006
C -4.155 3.570 -2.948
O -4.858 2.411 -2.372
C -4.136 1.224 -2.327
N -2.316 5.355 -2.654
H -4.498 4.101 -0.400
H -3.996 5.803 -0.857
H -2.960 4.770 0.136
H -2.393 3.445 -1.771
H -3.743 3.156 -3.868
H -4.928 4.274 -3.257
H -3.232 1.377 -1.738
H -3.779 0.909 -3.308
H -4.790 0.459 -1.909
H -2.201 5.264 -3.653
H -2.923 6.158 -2.569
```

M: 839.2 g/mol

3.
The following is a DFT calculation (ωB97M-V with the def2-TZVPD basis set) of a cluster of 8 separate species, C45H44N8O15S in total at a distorted geometry.

Geometry as XYZ:
```
113
C45H44N8O15S ωB97M-V with the def2-TZVPD basis set
O 2.675 1.848 -3.152
N 1.770 1.466 -3.873
O 1.738 1.646 -5.077
C 0.647 0.749 -3.264
C 0.615 0.566 -1.894
C -0.464 -0.095 -1.329
C -1.489 -0.568 -2.133
C -1.439 -0.385 -3.508
C -0.367 0.278 -4.081
H 1.409 0.931 -1.261
H -0.506 -0.239 -0.257
H -2.332 -1.079 -1.686
H -2.239 -0.756 -4.134
H -0.331 0.422 -5.151
O 1.466 -2.319 -1.761
N 1.213 -3.031 -0.810
O 0.157 -3.619 -0.652
C 2.240 -3.180 0.225
C 3.425 -2.477 0.099
C 4.380 -2.588 1.094
C 4.147 -3.399 2.197
C 2.959 -4.111 2.303
C 1.995 -4.002 1.313
H 3.607 -1.842 -0.757
H 5.307 -2.038 1.014
H 4.895 -3.476 2.975
H 2.780 -4.745 3.160
H 1.068 -4.552 1.403
O -0.168 -6.700 2.262
N -1.315 -6.939 2.600
O -1.620 -7.673 3.519
C -2.399 -6.295 1.846
C -2.079 -5.482 0.773
C -3.101 -4.889 0.051
C -4.424 -5.113 0.409
C -4.728 -5.926 1.495
C -3.712 -6.524 2.221
H -1.053 -5.306 0.491
H -2.863 -4.256 -0.793
H -5.222 -4.653 -0.160
H -5.759 -6.097 1.776
H -3.958 -7.158 3.065
O 1.114 5.021 3.367
N 1.603 4.276 2.541
O 2.224 3.262 2.813
C 1.442 4.621 1.123
C 0.777 5.785 0.776
C 0.651 6.120 -0.564
C 1.187 5.283 -1.537
C 1.843 4.112 -1.176
C 1.972 3.777 0.162
H 0.363 6.436 1.533
H 0.136 7.037 -0.853
H 1.094 5.547 -2.583
H 2.261 3.457 -1.930
H 2.486 2.869 0.443
O -6.218 -6.006 5.226
N -5.784 -7.140 5.234
O -5.393 -7.733 4.243
C -5.726 -7.845 6.519
C -6.195 -7.213 7.658
C -6.158 -7.891 8.865
C -5.652 -9.183 8.923
C -5.177 -9.799 7.773
C -5.212 -9.129 6.561
H -6.588 -6.208 7.614
H -6.526 -7.412 9.762
H -5.629 -9.711 9.867
H -4.780 -10.804 7.821
H -4.844 -9.610 5.667
O -0.288 8.986 0.308
N -0.812 9.203 -0.764
O -0.800 8.437 -1.717
C -1.510 10.482 -0.934
C -1.516 11.391 0.110
C -2.158 12.606 -0.061
C -2.787 12.898 -1.265
C -2.780 11.972 -2.299
C -2.138 10.755 -2.137
H -1.027 11.166 1.046
H -2.165 13.329 0.743
H -3.283 13.850 -1.397
H -3.273 12.200 -3.234
H -2.131 10.036 -2.943
O 7.550 -1.835 5.872
N 7.078 -1.544 4.792
O 7.136 -2.254 3.803
C 6.392 -0.249 4.674
C 6.342 0.589 5.774
C 5.714 1.819 5.656
C 5.142 2.196 4.448
C 5.193 1.342 3.356
C 5.821 0.112 3.466
H 6.786 0.297 6.715
H 5.673 2.485 6.507
H 4.656 3.159 4.357
H 4.744 1.636 2.417
H 5.858 -0.546 2.612
C -0.844 2.015 -11.123
O 0.224 1.785 -10.213
C 0.693 0.455 -10.260
C 0.970 -0.065 -8.831
N 1.013 -1.521 -8.871
S 2.501 0.702 -8.193
H -1.801 1.886 -10.614
H -0.747 3.038 -11.481
H -0.783 1.364 -11.997
H -0.095 -0.193 -10.646
H 1.629 0.350 -10.821
H 0.144 0.301 -8.222
H 0.993 -1.865 -9.819
H 0.283 -1.950 -8.324
H 2.206 0.871 -6.894
```

M: 969.0 g/mol
SMILES string: O=[N+]([O-])c1ccccc1.O=[N+]([O-])c1ccccc1.O=[N+]([O-])c1ccccc1.O=[N+]([O-])c1ccccc1.O=[N+]([O-])c1ccccc1.O=[N+]([O-])c1ccccc1.O=[N+]([O-])c1ccccc1.COC[C@@H](N)S

E_tot (eV)
-187529.47145, -77433.17375, -100827.23127